This record from OMol25 describes a single C3H3ClF3NO molecule. The level of theory is wB97M-V/def2-TZVPD.

Each line ends with the Mulliken charge.
Positions of all 12 atoms, in Å:
N  -0.550  -0.651  -0.864  -0.333
C  0.084  -0.271  0.259  0.170
O  -0.040  -0.762  1.344  -0.568
C  1.028  0.870  0.073  0.784
F  1.212  1.240  -1.272  -0.304
F  0.759  2.007  0.785  -0.261
C  2.476  0.110  0.565  0.081
F  3.551  0.899  0.254  -0.244
Cl  2.857  -1.285  -0.461  -0.157
H  -0.563  -0.130  -1.702  0.235
H  -1.261  -1.328  -0.633  0.260
H  2.346  0.015  1.723  0.338

Computed properties:
Energy relative to the best compared isomer or geometry (same formula, charge and spin): 0.0 kJ/mol
Kohn-Sham gap: 11.5 eV

This record from OMol25 describes a single C3H3ClFNO molecule. The level of theory is wB97M-V/def2-TZVPD.

Each line ends with the Mulliken charge.
Positions of all 10 atoms, in Å:
O  0.009  2.527  0.613  -0.393
N  0.266  1.183  0.607  -0.242
C  -0.335  0.597  -0.391  -0.251
C  -0.196  -0.827  -0.596  0.475
Cl  -0.927  -1.446  -2.043  -0.211
C  0.335  -1.727  0.184  -0.219
F  0.914  -1.438  1.333  -0.214
H  0.525  2.754  1.440  0.397
H  -0.958  1.209  -1.113  0.324
H  0.367  -2.832  -0.036  0.335

Computed properties:
Energy relative to the best compared isomer or geometry (same formula, charge and spin): 230.8 kJ/mol
Kohn-Sham gap: 9.5 eV

no.,calculated total energy (Eh)
1,-1005.89154
2,-806.07175